Record 1
The following is a DFT calculation (wB97M-V/def2-TZVPD) of the molecule C4H7NO.

```
13
Properties=species:S:1:pos:R:3
C 0.92 -1.22 0.86
C 0.55 -0.05 -0.01
C -0.10 -0.13 -1.33
N -0.92 0.11 -0.12
C -1.35 1.44 0.18
O -0.68 2.43 0.06
H 0.76 -0.93 1.91
H 1.97 -1.52 0.75
H 0.27 -2.07 0.65
H 1.11 0.87 0.16
H 0.05 0.71 -2.01
H -0.31 -1.09 -1.79
H -2.35 1.46 0.64
```

## Properties
charge: 0
E: -286.559976 Eh
structure (SMILES): C[C@H]1CN1C=O
energy relative to the best compared isomer or geometry (same formula, charge and spin): 45.0 kcal/mol



Record 2
The following is a DFT calculation (wB97M-V/def2-TZVPD) of a structure of composition C16H23F6N3PRh at a distorted geometry.

```
50
Properties=species:S:1:pos:R:3
Rh -0.97 -0.09 -0.63
N 1.65 4.15 2.68
C 0.42 3.32 2.35
C 0.76 1.84 2.29
C -0.55 1.02 2.19
N -0.33 -0.18 1.32
C -1.73 1.85 1.67
C -1.34 2.85 0.59
N -1.06 2.12 -0.69
C -0.15 3.75 1.01
H 2.02 3.91 3.61
H 1.42 5.15 2.70
H 2.40 4.02 2.00
H -0.27 3.53 3.17
H 1.33 1.51 3.16
H 1.37 1.67 1.40
H -0.80 0.65 3.18
H -0.87 -0.96 1.70
H 0.65 -0.47 1.38
H -2.18 2.39 2.51
H -2.53 1.20 1.31
H -2.20 3.50 0.40
H -0.37 2.62 -1.26
H -1.91 2.14 -1.26
H -0.47 4.80 1.03
H 0.65 3.68 0.27
C 1.66 -5.21 -0.50
C 0.59 -4.67 0.18
C 0.20 -3.34 -0.04
C 0.86 -2.51 -0.96
C 0.52 -1.17 -1.27
C 1.25 -0.46 -2.24
C 2.31 -1.02 -2.91
C 2.68 -2.34 -2.62
C 1.97 -3.08 -1.67
C 2.35 -4.42 -1.43
H 1.96 -6.24 -0.34
H 0.04 -5.27 0.89
H -0.66 -2.98 0.50
H 0.95 0.55 -2.51
H 2.85 -0.45 -3.65
H 3.51 -2.80 -3.14
H 3.18 -4.83 -1.98
F -1.92 -0.23 -2.45
P -3.20 -1.44 -2.21
F -2.17 -2.45 -2.77
F -2.05 -1.71 -0.51
F -4.12 -2.52 -1.63
F -3.89 -1.05 -3.51
F -3.81 -0.30 -1.29
```

## Properties
<S²>: 0.78
charge: +3
E: -1838.008281 Eh
spin multiplicity: 2
energy relative to the best compared isomer or geometry (same formula, charge and spin): 6.3 kcal/mol



Record 3
The following is a DFT calculation (wB97M-V/def2-TZVPD) of a structure of composition C8H11NO at a distorted geometry.

```
21
Properties=species:S:1:pos:R:3
C 1.08 1.01 -0.52
C 2.17 1.53 0.18
C 3.24 0.51 0.44
C 3.30 -0.78 0.12
C 2.26 -1.24 -0.71
C 1.23 -0.37 -1.07
C -2.31 -0.04 -0.09
C -3.93 0.17 0.01
H -0.08 1.46 -0.66
H 2.57 2.45 0.57
H 4.11 0.68 1.12
H 4.10 -1.50 0.64
H 2.02 -2.18 -1.22
H 0.23 -0.71 -1.59
H -0.74 -0.52 1.19
H -2.69 -0.76 1.87
H -4.06 1.24 -0.27
H -4.33 -0.25 0.96
H -4.57 -0.30 -0.79
N -1.79 -0.80 0.95
O -1.80 0.40 -1.13
```

## Properties
charge: 0
E: -441.298066 Eh
energy relative to the best compared isomer or geometry (same formula, charge and spin): 93.8 kcal/mol



Record 4
The following is a DFT calculation (wB97M-V/def2-TZVPD) of a structure of composition C13H19NO4P2Sr.

```
40
Properties=species:S:1:pos:R:3
Sr -0.46 0.04 -0.34
O 2.61 -2.10 -2.69
C 1.95 -1.36 -1.97
O 0.74 -1.52 -1.60
C 2.61 -0.06 -1.48
C 3.87 0.36 -1.86
C 4.33 1.58 -1.37
C 3.53 2.34 -0.52
C 2.28 1.84 -0.19
N 1.86 0.67 -0.66
C 1.28 2.56 0.72
O 1.61 3.64 1.19
O 0.17 1.95 0.87
H 4.46 -0.25 -2.53
H 5.31 1.95 -1.66
H 3.84 3.29 -0.13
C -1.87 -4.20 0.22
P -2.37 -2.44 0.16
C -3.60 -2.47 -1.19
C -3.46 -2.31 1.65
C -4.12 -0.94 1.78
P -2.92 0.45 1.62
C -1.93 0.27 3.15
C -3.95 1.89 2.06
H -2.74 -4.86 0.25
H -1.25 -4.37 1.10
H -1.28 -4.41 -0.67
H -4.37 -3.22 -1.01
H -3.08 -2.71 -2.12
H -4.07 -1.49 -1.29
H -2.84 -2.52 2.52
H -4.22 -3.10 1.60
H -4.65 -0.87 2.74
H -4.87 -0.81 1.00
H -2.56 0.24 4.04
H -1.25 1.13 3.21
H -1.33 -0.64 3.10
H -4.45 1.76 3.02
H -4.69 2.07 1.28
H -3.30 2.77 2.12
```

## Properties
charge: 0
E: -1576.063023 Eh
energy relative to the best compared isomer or geometry (same formula, charge and spin): 3.4 kcal/mol



Record 5
The following is a DFT calculation (wB97M-V/def2-TZVPD) of a structure of composition C48H45BClF4N7O10PbS.

```
118
Properties=species:S:1:pos:R:3
Pb -1.00 1.06 1.67
C -4.69 -2.12 -4.96
C -3.47 -1.19 -5.05
N -2.78 -1.08 -3.77
C -3.21 -0.13 -2.89
C -2.79 0.02 -1.61
C -3.51 1.11 -0.79
O -4.54 1.55 -1.33
O -3.05 1.42 0.34
C -1.82 -0.91 -1.10
O -1.17 -0.81 -0.06
C -1.61 -2.10 -1.95
C -0.94 -3.20 -1.41
C -0.62 -4.25 -2.22
F -0.07 -5.33 -1.64
C -0.86 -4.25 -3.60
C -1.59 -3.18 -4.10
C -2.01 -2.13 -3.29
N -0.46 -5.23 -4.56
C 0.89 -5.78 -4.60
C 1.09 -7.13 -3.90
N 0.00 -8.07 -4.30
C -1.35 -7.48 -4.05
C -1.46 -6.23 -4.92
H -5.20 -2.19 -5.92
H -5.39 -1.73 -4.22
H -4.37 -3.11 -4.65
H -3.79 -0.19 -5.32
H -2.78 -1.53 -5.81
H -3.94 0.57 -3.27
H -0.71 -3.20 -0.35
H -1.79 -3.21 -5.16
H 1.58 -5.05 -4.16
H 1.16 -5.91 -5.65
H 1.06 -7.03 -2.83
H 2.04 -7.58 -4.20
H 0.11 -9.00 -3.79
H 0.08 -8.27 -5.34
H -1.43 -7.21 -3.00
H -2.10 -8.23 -4.29
H -2.46 -5.79 -4.83
H -1.31 -6.53 -5.96
O 4.02 -0.60 6.17
C 4.54 -1.24 5.17
O 5.60 -1.85 5.26
C 3.80 -1.21 3.86
C 4.26 -1.82 2.72
Cl 5.70 -2.71 2.55
N 3.38 -1.58 1.71
N 2.34 -0.84 2.16
C 2.57 -0.60 3.44
C 1.59 0.26 4.25
O 1.90 0.44 5.46
O 0.56 0.73 3.74
C 3.48 -1.90 0.31
C 4.41 -2.81 -0.20
C 4.52 -2.99 -1.57
C 3.71 -2.30 -2.45
C 2.77 -1.42 -1.94
C 2.64 -1.23 -0.58
H 3.07 -0.18 5.89
H 5.06 -3.35 0.46
H 5.27 -3.68 -1.94
H 3.81 -2.44 -3.52
H 2.12 -0.86 -2.61
H 1.91 -0.56 -0.18
C -1.27 10.21 2.39
C -0.81 8.82 2.03
C 0.26 8.22 2.67
C 0.68 6.94 2.32
C 0.02 6.25 1.32
C -1.06 6.83 0.67
C -1.47 8.11 1.02
S 0.56 4.58 0.91
O 1.98 4.59 1.18
O 0.19 4.37 -0.48
O -0.21 3.75 1.84
H -0.75 10.57 3.28
H -2.34 10.23 2.60
H -1.07 10.91 1.58
H 0.78 8.76 3.46
H 1.53 6.47 2.80
H -1.55 6.27 -0.12
H -2.31 8.57 0.51
C 2.61 2.03 0.07
C 3.80 2.01 -0.67
C 3.79 2.21 -2.08
C 4.96 2.20 -2.80
C 6.19 1.99 -2.17
C 6.22 1.79 -0.79
C 5.06 1.79 -0.05
H 1.67 2.28 -0.40
H 2.62 1.89 1.14
H 2.84 2.39 -2.56
H 4.93 2.36 -3.87
H 7.11 1.99 -2.74
H 7.17 1.63 -0.29
H 5.08 1.63 1.02
B -2.79 -3.29 3.52
C -2.31 -1.87 3.05
N -1.99 -0.82 2.69
H -1.81 -4.00 3.62
H -3.56 -3.73 2.69
H -3.34 -3.16 4.60
F -5.00 4.79 6.60
C -4.94 3.44 6.57
F -4.40 3.05 7.74
F -6.21 2.98 6.54
C -4.13 2.96 5.41
C -4.67 2.08 4.48
C -3.87 1.67 3.43
N -2.62 2.10 3.29
C -2.11 2.96 4.17
C -2.83 3.41 5.25
H -5.69 1.72 4.58
H -4.22 0.99 2.67
H -1.09 3.29 3.97
H -2.40 4.10 5.97
```

## Properties
charge: -2
E: -4467.472873 Eh
energy relative to the best compared isomer or geometry (same formula, charge and spin): 9.4 kcal/mol



Record 6
The following is a DFT calculation (wB97M-V/def2-TZVPD) of the molecule C4H9NO.

```
15
Properties=species:S:1:pos:R:3
C 0.73 -0.12 1.61
C 1.05 0.33 0.19
C -0.16 0.97 -0.50
N -1.25 0.01 -0.65
C -1.10 -1.07 -1.46
O -0.21 -1.21 -2.27
H 1.62 -0.55 2.10
H 0.38 0.71 2.23
H -0.04 -0.90 1.61
H 1.37 -0.52 -0.42
H 1.88 1.05 0.19
H 0.11 1.34 -1.49
H -0.54 1.82 0.08
H -1.95 -0.04 0.07
H -1.89 -1.83 -1.30
```

## Properties
charge: 0
E: -287.815282 Eh
structure (SMILES): CCCNC=O
energy relative to the best compared isomer or geometry (same formula, charge and spin): 10.8 kcal/mol



Record 7
The following is a DFT calculation (wB97M-V/def2-TZVPD) of a cluster of 2 separate species, C4H10O3 in total at a distorted geometry.

```
17
Properties=species:S:1:pos:R:3
C -0.16 -0.54 0.11
C 1.15 -0.37 0.95
C 2.47 -1.29 0.77
O 3.61 -1.04 1.48
C -1.36 0.54 0.27
O -2.08 0.09 -1.02
H -0.65 -1.47 0.21
H 0.27 -0.38 -0.96
H 1.66 0.58 1.05
H 0.76 -0.32 1.96
H 2.03 -2.45 0.90
H 2.55 -1.25 -0.31
H -2.14 0.28 0.99
H -0.91 1.51 -0.05
H -2.55 0.89 -1.48
H -3.60 2.30 -1.53
O -2.78 2.23 -2.13
```

## Properties
<S²>: 0.76
charge: -1
E: -383.959203 Eh
spin multiplicity: 2
energy relative to the best compared isomer or geometry (same formula, charge and spin): 72.7 kcal/mol



Record 8
The following is a DFT calculation (wB97M-V/def2-TZVPD) of the molecule C3H8Cl2SSi at a distorted geometry.

```
15
Properties=species:S:1:pos:R:3
C -0.09 2.35 1.05
S 0.79 0.79 0.54
C -0.68 -0.36 0.76
Si -0.20 -2.14 0.22
C 0.71 -2.49 -1.42
Cl -1.81 -3.34 0.00
Cl 0.80 -3.03 1.77
H 0.65 2.87 1.53
H -0.88 2.09 1.66
H -0.28 2.78 0.02
H -1.60 -0.09 0.17
H -0.96 -0.54 1.73
H 1.09 -3.49 -1.48
H 0.18 -2.21 -2.27
H 1.74 -1.93 -1.64
```

## Properties
charge: 0
E: -1727.257741 Eh
structure (SMILES): CSC[Si](C)(Cl)Cl
energy relative to the best compared isomer or geometry (same formula, charge and spin): 3.5 kcal/mol



Record 9
The following is a DFT calculation (wB97M-V/def2-TZVPD) of a structure of composition C16H17Br2FeN7S at a distorted geometry.

```
44
Properties=species:S:1:pos:R:3
Fe 0.37 -0.03 0.13
N -1.45 4.07 -0.66
C -0.77 2.95 -0.88
N -0.50 2.06 0.04
C -0.83 2.37 1.38
N -0.31 1.70 2.38
N 0.61 0.85 1.86
C 1.39 -0.05 2.31
C 2.58 -0.33 1.43
C 3.67 -1.05 1.87
C 4.75 -1.20 1.02
C 4.70 -0.64 -0.25
C 3.56 0.03 -0.63
N 2.51 0.19 0.18
C -1.72 3.48 1.64
C -2.27 3.73 2.90
C -3.08 4.83 3.09
C -3.34 5.70 2.03
C -2.81 5.47 0.78
C -2.01 4.36 0.59
H -1.59 4.72 -1.42
H -0.44 2.77 -1.89
H 1.28 -0.58 3.26
H 3.67 -1.46 2.87
H 5.63 -1.74 1.35
H 5.53 -0.73 -0.93
H 3.47 0.48 -1.62
H -2.05 3.05 3.71
H -3.51 5.02 4.07
H -3.96 6.57 2.19
H -3.01 6.15 -0.04
Br -0.05 -0.44 -2.41
C -1.96 -0.54 -2.07
Br -2.32 -0.55 -0.17
H -2.33 -1.46 -2.50
H -2.43 0.33 -2.50
N -1.33 -4.39 0.32
C -0.08 -4.02 0.07
N 0.71 -4.85 -0.60
S 0.54 -2.52 0.62
H -1.67 -5.31 0.10
H -1.91 -3.81 0.91
H 0.42 -5.78 -0.87
H 1.66 -4.57 -0.78
```

## Properties
<S²>: 6.02
charge: +2
E: -7812.642185 Eh
spin multiplicity: 5



Record 10
The following is a DFT calculation (wB97M-V/def2-TZVPD) of a cluster of 2 separate species, C9H11N3S in total at a distorted geometry.

```
24
Properties=species:S:1:pos:R:3
C -1.31 -1.50 0.24
C -1.49 -0.11 -0.44
C -2.79 0.35 -0.87
C -3.04 1.65 -1.23
C -2.07 2.66 -1.19
C -0.77 2.14 -1.11
C -0.55 0.84 -0.59
C 0.92 0.61 -0.30
C 3.37 -1.35 1.17
H -0.48 -2.07 -0.29
H -0.69 -1.39 1.20
H -2.19 -2.13 0.23
H -3.60 -0.32 -0.69
H -4.12 1.91 -1.51
H -2.35 3.75 -1.30
H 0.12 2.83 -1.06
H 1.52 1.41 -0.75
H 3.21 0.47 0.45
H 1.46 -2.14 2.27
H 3.06 -2.98 2.47
N 1.34 -0.38 0.42
N 2.64 -0.28 0.78
N 2.65 -2.47 1.43
S 5.17 -1.51 0.68
```

## Properties
charge: 0
E: -911.811090 Eh
energy relative to the best compared isomer or geometry (same formula, charge and spin): 101.8 kcal/mol